Record 1
7
Properties=species:S:1:pos:R:3:forces:R:3 method="wB97M-V/def2-TZVPD" smiles="[O-]P=C1N=NN=N1" energy_ha=-673.74326 homo_lumo_gap_ev=8.30 de_lowest_kj_mol=50.7 homo_energy_ev=-5.12 charge=-1
P 0.0222 1.8234 -0.8472 1.5590 -1.5373 -0.9265
O -1.0596 2.6310 -0.3176 -1.6698 1.1351 0.7971
N 0.6891 -0.0475 0.8819 -1.3371 1.5965 -1.9556
N 0.7247 -1.3244 1.0947 1.2618 -0.5482 1.6634
N 0.1128 -2.0016 0.1859 -0.6061 -0.0471 -0.4938
N -0.4042 -1.1857 -0.6986 -0.4825 2.3528 -1.2384
C -0.0850 0.1048 -0.2991 1.2747 -2.9517 2.1538

=====

Record 2
93
Properties=species:S:1:pos:R:3:forces:R:3 method="wB97M-V/def2-TZVPD" smiles="COC[C@H](C)N.COC[C@H](C)N.COC[C@H](C)N.NC(N)=O.NC(N)=O.NC(N)=O.CCO.CCO" energy_ha=-1852.87612 homo_lumo_gap_ev=9.97 de_lowest_kj_mol=0.0 homo_energy_ev=-9.65
O 0.2182 5.2462 -5.0850 -0.0623 0.1429 -0.0193
O 1.9783 -4.9780 1.5665 0.1536 -0.5554 0.0747
O 0.3773 -0.3658 0.6450 0.6160 0.2852 0.1719
O 4.6480 1.9107 2.8978 -0.2375 0.3431 -0.0618
O 1.9498 5.0377 3.7695 0.2605 -0.1168 0.0656
O -2.5037 3.6021 2.2338 -0.3462 -0.4286 0.6055
O 0.5715 -2.4782 -3.3264 0.3891 0.5269 0.0776
O -5.2434 -0.4727 -0.6054 0.1086 -0.0929 0.0663
N -0.8966 -0.9150 -6.2621 0.1198 0.4558 -0.2110
N 0.4963 3.2329 -4.0784 0.1786 -0.0219 0.0909
N 0.2783 6.0236 2.5985 -0.3654 -0.6674 0.0235
N 3.9319 1.0497 0.9353 -0.2551 0.3985 -0.0448
N 1.8644 5.0205 -3.5471 -0.2311 0.2435 -0.0338
N 0.5163 3.7150 2.5778 0.2650 0.4283 0.1736
N 0.0851 -4.7421 4.6737 0.2478 0.0796 0.0337
N 1.0046 1.2305 -1.6742 0.1530 0.3504 0.4041
N 2.6810 0.7605 2.8559 -0.6701 0.0129 -0.7210
C 3.3273 -5.1698 1.1904 -0.1893 0.2650 -0.4975
C -3.9513 -0.9229 -0.1865 -0.5904 0.2758 -0.2122
C -0.6555 -4.8487 2.3648 0.2489 0.2760 -0.7929
C 0.3485 -2.5192 -1.9373 -0.0676 -0.2118 0.0181
C 1.3506 -0.3748 -5.2943 0.5628 -0.4921 0.1718
C 0.8097 4.5486 -4.2812 0.0481 -0.4240 -0.1767
C -0.3646 -1.7146 -4.0473 -0.1845 -0.2564 0.2044
C 0.9709 4.9287 3.0651 0.0851 0.8205 -0.4014
C -3.1002 -1.3520 -1.3654 0.3069 -0.5533 0.3962
C -3.9248 1.9140 3.3269 -0.0633 -0.0042 0.5457
C 0.2149 -1.3838 -5.4032 -0.8439 0.2432 -0.6172
C 1.7949 -4.8752 2.9666 -0.2675 1.0361 -0.3982
C 0.4068 1.7845 -0.4306 0.0247 -0.4783 -0.8598
C -0.4275 0.7502 0.3056 0.5044 0.1961 0.2265
C -2.5706 2.5899 3.2547 0.3432 -0.6456 -0.1169
C -0.4732 2.9596 -0.8055 0.3458 0.6094 0.2464
C 3.7791 1.3427 2.2683 0.8914 -0.9236 0.6571
C -0.2312 -1.2239 1.5842 -0.0353 0.4686 0.2512
C 0.3897 -5.3114 3.3491 -0.2519 -0.7484 0.6379
H -0.5847 -0.7683 -3.5248 -0.0607 -0.0718 0.0848
H -1.6311 -5.3159 2.4856 -0.0187 0.0505 0.3632
H 3.7985 -5.9535 1.7862 0.1404 0.1036 0.1171
H 0.1251 3.7723 -1.2199 0.0484 -0.1897 -0.2985
H -2.6595 -0.5135 -1.8995 -0.1194 -0.0054 -0.1655
H -0.2311 2.8439 -4.6476 -0.0599 0.0998 0.0125
H -3.9647 1.2841 4.2197 0.1405 -0.1669 -0.1500
H -0.5462 -0.8417 -7.2139 -0.0544 -0.2784 0.0027
H 1.8724 -3.8112 3.2495 0.2003 -0.1114 0.1056
H -1.1372 0.0559 -6.0654 -0.0272 -0.1284 0.3702
H 0.0396 -1.5657 -1.4979 0.0552 0.1554 -0.2781
H -2.3064 -2.0223 -1.0239 0.1843 0.2830 0.0492
H -1.2066 2.6388 -1.5462 -0.1303 0.1480 0.0162
H 0.3698 -6.4101 3.4067 0.0718 0.0317 -0.2300
H -5.5793 -1.0914 -1.2620 -0.0302 0.0043 0.0580
H -0.9622 3.4303 0.0489 -0.2215 -0.4199 0.0715
H 3.3453 -5.4838 0.1449 -0.1562 -0.0509 0.0739
H 0.6346 6.9460 2.7517 -0.0035 -0.0125 0.2157
H -1.3015 -2.2780 -4.1397 -0.0348 0.1330 -0.1510
H -0.4854 3.6174 2.4938 0.1634 -0.2608 -0.0967
H -1.2445 0.4177 -0.3451 -0.2282 0.1156 0.1796
H 2.4708 0.8770 3.8292 0.2977 0.2641 0.0283
H -3.5525 -0.0550 0.3400 0.3216 -0.1074 -0.0194
H 3.8800 -4.2242 1.2306 0.1597 -0.1219 0.3209
H -0.7951 1.2319 1.2231 -0.2983 -0.2061 -0.1190
H 1.9456 0.4437 2.2430 -0.1183 -0.1312 0.1394
H -4.0401 -1.7350 0.5431 -0.0716 -0.0537 -0.0544
H -0.7205 -5.1982 5.0840 -0.0528 0.0046 -0.0807
H 2.5697 -5.4309 3.4987 -0.0638 -0.1460 0.1144
H 1.5745 0.0969 -6.2501 -0.0930 0.0172 -0.0408
H 0.8924 2.6845 -3.3285 0.0200 -0.0289 0.0034
H 1.2998 -2.7873 -1.4808 -0.1297 -0.2452 0.1394
H 2.4290 4.4696 -2.9289 -0.0395 -0.0535 -0.0348
H 3.2983 0.4740 0.4128 0.0193 -0.0394 0.0617
H 2.2733 -0.8511 -4.9490 -0.0877 -0.0023 0.0216
H 1.6689 0.5129 -1.4088 -0.0422 -0.1339 -0.2286
H -1.1294 -1.6536 1.1340 0.0139 -0.3652 0.2507
H -3.3836 3.9918 2.2677 0.1246 0.3842 -0.3289
H 1.2630 2.0776 0.1800 -0.1843 0.1831 0.1894
H -2.2164 2.9586 4.2218 -0.3011 0.3406 -0.0233
H -4.7646 2.6008 3.4692 0.1333 0.1785 -0.2779
H 0.4959 -2.3284 -5.8739 0.4704 0.0545 0.1691
H -0.5020 -0.6759 2.4988 -0.2362 0.0936 -0.1359
H 0.3009 0.7877 -2.2565 -0.1042 -0.1070 0.1307
H 2.0768 5.9858 -3.7164 0.1870 0.0063 0.1490
H -0.3350 -5.0660 1.3439 0.0030 -0.0897 0.0613
H 0.5006 -1.9550 1.9181 -0.0619 -0.2945 -0.4361
H -0.7340 -3.7639 2.4361 -0.2663 -0.0138 0.0938
H -0.5842 5.8815 2.1037 0.0942 0.2189 -0.1406
H 4.7901 1.3671 0.5254 -0.0437 -0.0177 -0.1145
H -3.6673 -1.9915 -2.0461 -0.1861 0.2592 -0.1188
H 0.8549 -4.9031 5.3154 -0.0139 -0.0158 -0.0004
H 1.1166 0.3975 -4.5587 -0.1155 0.1245 -0.1228
H -1.8523 1.8057 2.9879 0.0548 0.2080 -0.1198
H 1.0986 2.9807 2.9458 -0.4085 -0.3798 0.0922
H -0.4352 -3.2502 -1.7022 0.1614 -0.1129 0.1381
H -4.0830 1.2937 2.4472 -0.1933 0.0626 -0.0352

=====

Record 3
20
Properties=species:S:1:pos:R:3:forces:R:3 method="wB97M-V/def2-TZVPD" smiles=CNC[C@@H]([NH3+])CS energy_ha=-667.61721 homo_lumo_gap_ev=8.83 de_lowest_kj_mol=164.3 homo_energy_ev=-12.49 charge=+1
S 1.8126 0.7367 -1.7034 0.0277 0.4517 -0.0998
N -0.7658 2.0747 0.7129 -0.1186 -0.6179 -0.9434
N -1.3470 -1.5035 0.3422 -0.0180 -0.7569 0.6384
C -1.4796 -2.7737 1.0508 -2.0701 1.0446 0.6568
C -0.9239 -0.3747 1.0848 -0.0264 1.2834 -0.8473
C -0.3873 0.7179 0.1271 1.3354 -0.5391 0.0263
C 1.1390 0.5632 -0.0388 0.1000 -0.3311 0.4460
H -1.7631 0.0887 1.6116 -0.3024 -0.2789 0.4350
H -1.7693 1.9751 0.8625 -0.0554 0.5312 0.5553
H 1.6845 1.2158 0.6501 0.0303 0.1813 -0.2270
H 1.4048 -0.4340 0.3075 -0.0835 -0.0640 -0.0189
H 1.4886 -0.4896 -2.1340 -0.0482 -0.0152 0.0694
H -0.7688 0.6957 -0.8938 -0.7097 -0.0388 0.2914
H -0.6284 2.8309 0.0443 0.1844 0.1020 -0.0946
H -0.2420 2.2881 1.5609 -0.2534 -0.0432 0.2047
H -2.4136 -2.6908 1.6328 0.1057 -0.0645 0.0314
H -1.7363 -3.5575 0.3542 0.6971 -0.3565 -0.1424
H -0.1235 -0.5492 1.8176 -0.1273 -0.2707 0.1367
H -0.7501 -2.9770 1.8268 0.7848 -0.2973 -0.4520
H -1.0668 -1.5854 -0.6025 0.5476 0.0801 -0.6659

=====

Record 4
135
Properties=species:S:1:pos:R:3:forces:R:3 method="wB97M-V/def2-TZVPD" energy_ha=-3993.73528 homo_lumo_gap_ev=8.17 homo_energy_ev=-11.10 charge=+1
I -1.7565 -2.6459 5.6885 -0.0680 -0.0846 -0.0827
I 1.4008 -2.4957 7.6045 0.4260 0.0154 -0.0302
P 2.8927 1.8675 1.3921 -0.0178 -0.0462 -0.5614
P 1.8250 -3.9035 2.1978 -0.3437 -0.5433 0.7439
O -4.1295 0.4452 -0.9387 0.1754 0.0319 -0.0311
O 5.1404 -0.6566 4.4887 0.0445 0.1151 0.1297
O -3.6726 4.6247 -1.0051 0.1003 -0.0191 -0.0400
O -2.2262 6.9136 -5.9232 0.0039 -0.0012 0.0630
O 3.3449 2.8129 2.5742 0.0170 -0.0110 -0.1419
O 2.6133 2.5183 0.1028 -0.0355 0.1092 0.1845
O 3.9802 0.7169 1.2783 -0.0529 0.0157 0.5685
O -2.4145 1.7418 -5.6595 -0.0671 -0.0347 0.0614
O -4.9312 -0.1220 1.0570 -0.0348 -0.0635 -0.0823
O 4.7926 -1.9600 6.2285 0.0261 -0.1267 0.2178
O 1.1971 -4.7844 3.2190 -0.1033 0.0673 -0.2168
O -4.9587 -4.0827 -3.7581 0.0449 -0.0060 0.0285
O 5.2580 -4.0745 2.0945 0.1890 -0.0908 -0.2284
N -0.2463 -2.1586 1.1826 -0.0633 -0.0353 0.0310
C -1.9540 -0.4145 -1.4069 -0.3377 -0.1547 -0.0491
C -3.2484 5.3001 -1.9185 -0.0242 0.1131 -0.0445
C -4.6641 0.7585 0.2860 -0.0503 -0.1585 0.1143
C 0.2229 -2.4400 4.8547 -0.1627 -0.0585 0.0432
C -4.6932 1.0772 -5.8749 0.2093 0.1064 0.1283
C 1.5843 -2.0875 2.5678 -0.2175 0.0116 -0.0722
C 1.4127 1.0462 2.0093 -0.0139 0.0448 -0.0929
C 7.4646 -3.7298 2.9040 -0.1499 0.0437 0.0514
C 4.5812 -1.6106 4.9595 -0.1643 -0.0382 -0.1361
C -2.2486 4.7633 -2.9073 -0.0070 -0.1997 0.0735
C 1.0769 -1.4921 1.2308 0.3638 -0.1746 -0.0923
C 3.4879 4.2380 2.3346 0.0420 0.3402 0.3140
C -3.7052 6.7183 -2.1337 -0.1002 -0.0392 0.1404
C 0.9912 -1.4778 5.7616 -0.4007 0.2969 0.0851
C 0.0221 7.0875 -6.6847 -0.1079 0.1170 0.0314
C -2.7514 0.8326 -1.0935 -0.0597 0.0853 -0.0278
C 6.9637 -5.0635 0.7695 -0.1653 -0.0001 -0.0183
C 6.4470 -4.2713 1.9376 0.2226 -0.0211 -0.0260
C 5.3472 0.8916 1.7350 0.2863 -0.1848 -0.3280
C -4.7153 -3.0205 -4.2775 0.0100 0.0540 -0.0145
C -1.2343 6.3401 -6.3119 0.0320 -0.0321 -0.0027
C 0.3015 -0.1450 6.0590 0.0819 0.1144 0.0188
C -4.0026 -2.9329 -5.6084 -0.0141 -0.1348 0.0222
C -1.1987 4.8364 -6.4348 -0.1899 0.0516 0.0326
C -0.7260 -2.4590 2.3467 0.2041 0.1788 -0.3907
C -2.0190 -3.1620 2.3962 -0.2228 -0.2347 0.2338
C 0.8988 0.0285 0.9759 -0.1817 -0.0695 0.2151
C -3.2180 -2.4733 2.5660 0.1256 -0.0303 -0.0757
C -0.9108 -2.3960 -0.1154 -0.3130 0.3440 0.1898
C -4.9184 2.2052 0.5451 -0.1763 -0.2111 0.5593
C -3.3017 1.3594 -6.3896 0.0004 0.0198 -0.0408
C 4.8578 4.5958 1.8066 0.0265 0.0218 0.1434
C 2.9593 -1.6208 3.0527 0.1152 -0.0205 0.2137
C -4.4206 -3.1588 2.5242 0.1799 -0.0187 -0.0810
C -2.1260 -1.4717 -0.3083 0.1894 0.2114 -0.1343
C -2.0213 -4.5413 2.1909 -0.1131 -0.0614 0.0285
C -5.0970 -1.7096 -3.6301 -0.0911 -0.2737 0.1180
C 3.6792 -2.4875 4.1194 -0.1936 0.0530 -0.1031
C -4.4284 -4.5342 2.3212 0.1603 0.1569 0.0720
C 6.0836 -0.4100 1.5054 -0.1614 -0.0604 0.2275
C 0.2517 -1.9374 3.4042 -0.2596 -0.3896 0.0911
C -3.0688 1.1263 -7.8613 0.1339 0.0667 0.0456
C -3.2299 -5.2213 2.1666 -0.1824 0.1146 0.0191
H -0.9127 -0.1412 -1.5852 0.0768 0.0140 0.0556
H -2.1626 4.4301 -6.1409 0.0177 -0.0547 -0.0206
H -4.0852 2.8461 0.2895 0.0471 0.0921 -0.2585
H 5.7951 -0.8468 0.5516 0.1241 0.0403 -0.1550
H 4.9088 4.5414 0.7228 0.0384 -0.1012 -0.0660
H 0.2825 6.8872 -7.7252 0.0470 -0.0507 0.0143
H -2.4015 1.2915 -0.1647 0.0887 0.0545 0.0077
H -3.0753 -2.3651 -5.5027 -0.0316 0.0652 -0.0219
H -1.3417 5.3702 -2.8964 -0.0375 0.0651 -0.0701
H 6.1360 -5.3973 0.1490 -0.0004 -0.0032 -0.0006
H -0.1320 8.1550 -6.5496 0.0013 0.0005 -0.0020
H -1.2076 -3.4392 -0.1366 0.0925 -0.1022 -0.1006
H -0.9857 4.5406 -7.4634 0.1123 0.0031 0.0177
H -0.4253 4.4189 -5.7881 0.0573 -0.0266 -0.0746
H 7.6407 -4.4486 0.1744 0.0642 -0.0257 0.0372
H -2.6610 1.5711 -1.8883 -0.0935 0.0379 -0.0513
H -2.3594 -0.8179 -2.3344 0.2524 -0.0130 -0.1859
H -4.6333 -2.4213 -6.3384 0.0222 0.0470 0.0045
H -4.4267 6.9940 -1.3687 0.0011 0.0004 0.0005
H -2.6724 4.8035 -3.9114 0.0582 0.0972 -0.0224
H 5.6088 3.9443 2.2501 0.0437 -0.0568 -0.0088
H -5.3372 -2.5997 2.6336 -0.0877 -0.0194 -0.0126
H -4.1584 6.8179 -3.1213 0.0825 0.0293 -0.0434
H -4.7380 1.2797 -4.8071 -0.0138 -0.0128 0.0027
H -0.1628 -2.1911 -0.8758 0.0963 -0.2051 -0.0659
H 5.1022 5.6070 2.1270 0.0003 0.1184 -0.1475
H 5.8521 -1.1115 2.3044 -0.0294 -0.0510 -0.0581
H -1.0987 -5.0920 2.0682 0.1209 0.0509 0.0927
H -2.8509 7.3957 -2.0916 0.0096 0.0045 -0.0817
H 2.9724 -0.5956 3.4024 -0.1018 0.1215 -0.0950
H -4.2025 -1.1117 -3.4530 -0.0543 0.1276 -0.0773
H 6.9729 -3.1749 3.7000 0.0213 0.0179 0.0087
H 2.6977 4.5841 1.6732 -0.0470 -0.1216 -0.1174
H -3.2444 -6.2923 2.0286 0.0661 -0.0518 -0.0443
H -5.7651 -1.1521 -4.2862 0.0458 0.0732 -0.0049
H 8.0404 -4.5498 3.3355 0.0566 0.0072 -0.0463
H 3.3298 4.6999 3.3055 -0.0135 -0.1224 0.1170
H 7.5222 -5.9300 1.1265 0.0685 0.0349 -0.0055
H -0.3847 0.1396 5.2590 0.0201 0.0193 -0.0751
H 1.0457 0.6420 6.1645 0.0528 0.0351 0.0411
H -3.0088 -2.0671 -0.5218 -0.0857 -0.0304 0.0935
H -4.9257 0.0280 -6.0593 -0.1241 0.0267 -0.0724
H 1.9427 -1.2408 5.3034 0.2481 -0.2392 0.0696
H -3.7764 -3.9326 -5.9703 0.0011 -0.0003 -0.0028
H 7.1577 -0.2369 1.5294 0.0671 0.0315 -0.0938
H 1.5199 0.6530 3.0142 0.0965 -0.0137 0.0635
H 0.8537 6.7572 -6.0598 0.0238 -0.0502 -0.0470
H -0.0339 -0.8770 3.4355 0.2378 0.1521 0.0480
H -1.9950 3.7333 -2.6660 0.0062 0.0065 0.0027
H -5.4283 1.6947 -6.3927 -0.0079 -0.0704 -0.0771
H -5.7962 2.5141 -0.0196 0.0656 0.0841 -0.1903
H -3.2810 0.0861 -8.1148 -0.0673 0.0133 -0.0240
H 0.6164 -3.4463 4.9332 0.0606 -0.0361 -0.1936
H 1.6423 -1.9001 0.3912 0.1417 -0.0360 0.0287
H 4.3722 -3.1536 3.5984 -0.0731 -0.0397 0.1552
H -2.3315 -0.9642 0.6321 -0.0592 -0.0214 0.0639
H 5.3557 1.1520 2.7896 -0.0885 0.0764 0.0288
H -0.2759 -0.1747 6.9774 -0.1205 -0.0406 -0.0139
H -5.5993 -1.8978 -2.6844 0.0255 0.0106 0.0180
H -5.1497 2.2944 1.6029 -0.0395 0.1456 0.0377
H 3.2000 -4.0625 2.0665 0.0691 0.1118 -0.2973
H 1.3223 -4.0977 0.8953 0.0970 0.0679 -0.1183
H 3.5930 -1.6458 2.1684 0.0865 0.2435 -0.1016
H -2.0359 1.3556 -8.1110 0.0001 -0.0032 -0.0021
H 0.7049 1.8729 2.0813 -0.1159 0.0051 -0.0015
H -3.7351 1.7585 -8.4507 -0.0492 -0.0518 -0.0120
H 8.1583 -3.0694 2.3810 0.0468 -0.0511 -0.0048
H -3.2166 -1.4023 2.7123 -0.0544 0.0447 0.0456
H 5.8008 1.6890 1.1482 -0.0427 0.1040 -0.0108
H -5.3673 -5.0661 2.2803 -0.0396 -0.0499 0.0167
H 1.3599 0.2664 0.0193 -0.0400 -0.0208 -0.1177
H 4.1829 -2.6569 6.5159 0.0186 0.0391 -0.0199
H 3.0202 -3.1294 4.7059 -0.0944 0.1147 0.1560
H -0.1701 0.1908 0.8341 -0.0283 0.0660 -0.0089

=====

Record 5
15
Properties=species:S:1:pos:R:3:forces:R:3 method="wB97M-V/def2-TZVPD" smiles="[H]/N=C/N.NCO" energy_ha=-321.08390 homo_lumo_gap_ev=10.20 de_lowest_kj_mol=125.6 homo_energy_ev=-9.36
O 0.1010 1.3403 -2.9383 -0.3097 0.3328 -0.0786
N 0.9578 -0.7793 3.9754 0.9127 0.0438 -0.8574
N 1.3316 0.4399 2.0616 0.3263 0.1369 -0.2265
N -0.7838 -0.7942 -2.5317 -0.2474 -0.6099 0.3751
C -1.0355 0.5916 -2.5065 -0.4153 0.0412 -0.1405
C 0.7464 -0.5195 2.6314 -1.2945 -0.2409 1.2967
H -0.8490 -1.2748 -3.4116 0.0138 0.3296 -0.2590
H -0.0395 -1.1900 2.2526 0.2370 0.2801 -0.4823
H -0.1498 2.2739 -2.8949 0.2400 -0.1335 -0.0459
H 0.0413 -1.0933 -2.0431 0.1698 0.1354 0.1551
H -1.3401 0.9158 -1.5128 0.3462 -0.0783 0.4412
H 1.6756 -0.1858 4.3505 -0.0994 0.1559 0.4881
H -1.9292 0.7950 -3.1047 0.2076 -0.0206 -0.4304
H 0.2171 -1.0815 4.5748 -0.1282 -0.1223 -0.0313
H 1.0560 0.5619 1.0972 0.0411 -0.2502 -0.2043